Below is C30H29BrN5OPtS as an isolated structure, with properties calculated with ωB97M-V/def2-TZVPD.

The value obtained for the largest force on an atom is 0.010 Eh/bohr. The molecular weight is 782.645 g mol⁻¹. Its charge is +3. Its HOMO-LUMO gap is 0.23111 Eh. The energy relative to the best compared isomer or geometry (same formula, charge and spin) is 0.0 kcal per mole.

Structure (XYZ):
```
68
Properties=species:S:1:pos:R:3:lowdin_charge:R:1
Pt 0.823 0.152 -0.089 0.981
C -1.587 2.642 1.651 -0.001
C -0.792 1.380 1.646 -0.258
C 0.655 1.445 1.685 -0.130
C 1.483 0.342 2.018 -0.362
C 2.911 0.519 2.428 -0.011
C 0.873 -0.938 1.925 -0.069
C -0.475 -1.035 1.533 -0.313
C -1.098 -2.381 1.316 -0.018
C -1.329 0.130 1.541 -0.003
H -1.517 3.121 2.630 0.110
H -2.636 2.452 1.437 0.097
H -1.197 3.347 0.915 0.101
H 1.120 2.425 1.656 0.135
H 2.973 0.484 3.517 0.113
H 3.296 1.483 2.102 0.094
H 3.539 -0.275 2.026 0.078
H 1.468 -1.830 2.074 0.144
H -1.575 -2.702 2.245 0.115
H -0.359 -3.135 1.049 0.089
H -1.874 -2.341 0.553 0.091
H -2.396 -0.016 1.427 0.145
Br -2.762 -3.586 -12.111 0.962
C -2.735 -3.513 -10.264 -0.637
C -1.774 -2.691 -9.632 -0.078
C -1.736 -2.627 -8.270 0.030
C -2.672 -3.386 -7.524 -0.229
C -3.624 -4.215 -8.163 0.053
C -3.656 -4.271 -9.532 -0.071
N -2.750 -3.365 -6.177 0.212
N -2.001 -2.780 -5.412 0.143
C -1.815 -1.895 -4.519 -0.136
C -2.739 -0.766 -4.406 0.052
C -2.557 0.161 -3.468 0.061
C -1.443 0.110 -2.501 -0.300
O -1.336 0.940 -1.632 0.084
C -0.486 -1.052 -2.608 -0.104
N 0.514 -1.148 -1.712 -0.037
C 1.351 -2.190 -1.779 -0.078
C 1.218 -3.194 -2.726 0.017
C 0.193 -3.113 -3.644 0.048
C -0.671 -2.022 -3.590 -0.055
H -1.077 -2.127 -10.235 0.121
H -1.001 -2.008 -7.771 0.127
H -4.317 -4.785 -7.559 0.141
H -4.377 -4.891 -10.046 0.126
H -3.572 -0.725 -5.097 0.138
H -3.234 0.997 -3.352 0.144
H 2.158 -2.197 -1.061 0.111
H 1.913 -4.021 -2.730 0.133
H 0.059 -3.887 -4.389 0.136
C 6.712 2.900 -2.497 0.025
C 5.836 1.825 -1.957 -0.219
C 6.271 0.608 -1.497 0.060
C 5.332 -0.289 -0.981 -0.264
N 4.023 -0.002 -0.919 0.109
C 3.614 1.177 -1.355 -0.704
S 1.979 1.730 -1.317 0.714
N 4.507 2.068 -1.873 0.121
C 5.751 -1.632 -0.488 0.002
H 7.621 2.476 -2.916 0.106
H 6.998 3.574 -1.686 0.117
H 6.205 3.486 -3.263 0.102
H 7.321 0.358 -1.531 0.143
H 4.155 2.965 -2.189 0.158
H 5.633 -2.359 -1.296 0.105
H 5.125 -1.944 0.345 0.084
H 6.796 -1.643 -0.187 0.098
```

=====

Below is C30H29BrN6O11S2Sr as an isolated structure, with properties calculated with ωB97M-V/def2-TZVPD.

The value obtained for the largest force on an atom is 0.004 Eh/bohr. The molecular weight is 881.251 g mol⁻¹. Its charge is -2. Its HOMO-LUMO gap is 0.26144 Eh. The energy relative to the best compared isomer or geometry (same formula, charge and spin) is 0.0 kcal per mole.

Structure (XYZ):
```
80
Properties=species:S:1:pos:R:3:lowdin_charge:R:1
Sr 0.261 0.248 -0.726 1.439
O -3.132 -5.126 -3.011 0.046
C -2.328 -4.096 -2.605 -0.290
C -2.022 -3.034 -3.441 0.053
C -1.211 -2.023 -2.948 -0.166
N -0.742 -2.042 -1.707 0.089
C -1.003 -3.086 -0.922 -0.165
C -1.797 -4.144 -1.322 0.060
C -0.327 -3.037 0.446 -0.626
O -0.420 -4.021 1.196 -0.009
O 0.289 -1.961 0.685 -0.155
C -0.771 -0.832 -3.821 -0.647
O -1.201 -0.810 -4.979 -0.008
O -0.011 -0.016 -3.233 -0.159
H -3.431 -4.931 -3.905 0.098
H -2.381 -2.958 -4.460 0.120
H -1.988 -4.968 -0.649 0.123
C 3.283 -2.894 0.193 0.009
C 3.731 -1.579 -0.339 -0.346
N 2.969 -0.557 -0.654 0.127
C 3.826 0.432 -1.091 -0.140
C 5.124 -0.004 -1.036 -0.080
N 5.037 -1.279 -0.560 0.169
C 6.472 0.589 -1.351 -0.606
O 6.461 1.777 -1.789 -0.007
O 7.444 -0.148 -1.152 -0.005
C 3.289 1.749 -1.492 -0.487
O 4.132 2.648 -1.904 0.119
O 2.083 1.960 -1.414 -0.068
H 2.297 -2.780 0.640 0.056
H 3.982 -3.258 0.948 0.078
H 3.223 -3.637 -0.605 0.087
H 5.857 -1.845 -0.412 0.159
H 5.139 2.298 -1.879 0.055
N -1.643 -1.585 2.833 0.130
C -2.821 -2.005 2.152 -0.245
C -3.178 -3.346 2.158 -0.038
C -4.310 -3.771 1.479 -0.098
C -5.078 -2.864 0.763 -0.103
C -4.712 -1.527 0.740 -0.096
C -3.607 -1.092 1.457 -0.443
S -3.197 0.622 1.480 0.958
N -1.538 0.561 1.807 -0.235
C -1.008 -0.421 2.415 -0.399
C 0.432 -0.258 2.796 -0.227
C 0.922 -0.760 3.993 -0.011
C 2.244 -0.502 4.320 -0.068
C 3.017 0.252 3.455 -0.049
C 2.434 0.714 2.282 -0.118
N 1.176 0.457 1.953 0.074
H -0.984 -2.356 2.897 0.118
H -2.537 -4.057 2.662 0.110
H -4.573 -4.822 1.488 0.096
H -5.945 -3.197 0.207 0.095
H -5.279 -0.804 0.164 0.109
H 0.275 -1.321 4.654 0.110
H 2.660 -0.879 5.247 0.100
H 4.050 0.486 3.673 0.101
H 2.996 1.319 1.580 0.111
C -1.822 2.346 -2.682 -0.170
O -1.733 1.820 -1.351 -0.334
H -2.239 3.354 -2.651 0.049
H -2.460 1.716 -3.305 0.085
H -0.823 2.343 -3.113 0.073
H -2.568 2.084 -0.904 -0.103
O 1.411 3.692 1.659 -0.535
S 0.347 3.329 0.664 0.857
C 0.469 4.542 -0.671 -0.312
C -0.104 5.825 -0.092 -0.240
C -1.431 5.408 0.541 -0.241
C -1.194 4.088 1.282 -0.309
H -0.135 4.161 -1.498 0.083
H 1.514 4.565 -0.970 0.090
H -0.239 6.590 -0.860 0.105
H 0.584 6.217 0.662 0.104
H -2.184 5.234 -0.231 0.051
H -1.831 6.168 1.215 0.105
H -2.025 3.396 1.152 0.014
H -0.985 4.214 2.345 0.089
Br -4.483 3.429 -0.550 -0.370
```

=====

Below is C30H29ClN7O10SW as an isolated structure in a non-equilibrium geometry, with properties calculated with ωB97M-V/def2-TZVPD.

As for the multiplicity: 3. The value obtained for the largest force on an atom is 0.043 Eh/bohr. The molecular weight is 898.961 g mol⁻¹. Its charge is -1. Its HOMO-LUMO gap (spin up / spin down) is 0.22705 / 0.23882 Eh. The energy relative to the best compared isomer or geometry (same formula, charge and spin) is 309.9 kcal per mole.

Structure (XYZ):
```
79
Properties=species:S:1:pos:R:3:lowdin_charge:R:1
W -0.756 0.944 1.389 1.655
C 1.486 -2.299 0.837 0.011
C 0.430 -2.177 1.868 -0.293
N -0.321 -1.114 2.110 0.041
C -1.119 -1.415 3.185 -0.122
C -0.857 -2.678 3.607 -0.061
N 0.127 -3.135 2.766 0.198
C -1.366 -3.544 4.697 -0.482
O -2.294 -3.031 5.475 0.147
O -0.918 -4.659 4.826 0.104
C -2.090 -0.397 3.632 -0.513
O -2.820 -0.592 4.590 0.105
O -2.122 0.646 2.861 -0.141
H 1.963 -1.332 0.695 0.080
H 1.060 -2.604 -0.119 0.083
H 2.233 -3.031 1.141 0.094
H 0.531 -4.056 2.845 0.176
H -2.540 -2.098 5.207 0.077
O 1.044 1.365 1.593 -0.360
N 0.369 1.711 2.872 -0.092
N -0.200 2.935 2.687 -0.225
O -1.043 2.847 1.604 -0.248
C -0.174 4.032 3.528 -0.197
C 0.744 4.071 4.578 -0.025
C 0.770 5.179 5.406 -0.100
C -0.098 6.244 5.204 -0.116
C -1.010 6.184 4.159 -0.093
C -1.061 5.085 3.317 -0.012
H 1.418 3.240 4.727 0.105
H 1.484 5.209 6.220 0.098
H -0.063 7.109 5.852 0.091
H -1.698 7.004 3.993 0.100
H -1.770 5.028 2.505 0.113
Cl -2.739 0.588 -0.375 0.772
S 0.554 2.383 -1.062 0.581
C 2.208 2.181 -0.923 -0.896
N 3.359 2.023 -0.832 0.029
C 5.824 0.337 -3.150 -0.053
C 4.587 -0.096 -3.894 -0.224
C 4.503 0.105 -5.269 -0.064
C 3.356 -0.239 -5.962 -0.091
C 2.271 -0.784 -5.295 -0.035
C 2.347 -0.994 -3.922 -0.173
N 1.274 -1.498 -3.149 0.120
C 0.011 -1.813 -3.605 -0.180
C -0.187 -2.637 -4.722 -0.030
C -1.458 -2.902 -5.190 -0.071
C -2.584 -2.375 -4.557 -0.083
C -2.406 -1.627 -3.413 -0.029
C -1.132 -1.355 -2.915 -0.117
C -1.040 -0.673 -1.632 -0.213
O -2.354 1.950 -1.043 -0.763
O -0.111 -0.540 -0.886 -0.095
C 3.513 -0.670 -3.215 -0.156
C 3.564 -0.931 -1.737 -0.053
H 6.528 0.810 -3.833 0.070
H 6.329 -0.510 -2.681 0.078
H 5.567 1.052 -2.366 0.071
H 5.341 0.550 -5.791 0.101
H 3.290 -0.058 -7.027 0.098
H 1.361 -0.988 -5.838 0.096
H 1.272 -1.097 -2.221 0.087
H 0.678 -3.080 -5.197 0.117
H -1.577 -3.547 -6.052 0.105
H -3.577 -2.569 -4.937 0.100
H -3.271 -1.252 -2.879 0.105
H 3.250 -1.956 -1.520 0.079
H 2.922 -0.234 -1.193 0.040
H 4.565 -0.792 -1.339 0.073
N -3.295 -1.191 0.523 -0.282
C -4.535 -1.476 1.192 -0.247
C -5.492 -0.358 1.608 -0.525
O -6.526 -0.657 2.146 0.074
O -5.248 0.946 1.371 0.095
H -2.666 -1.971 0.463 0.011
H -4.415 1.139 0.911 0.037
H -3.637 0.255 -1.227 0.020
H -4.355 -1.980 2.154 0.112
H -5.206 -2.137 0.621 0.110
```